{
  "formula": "C18H35ClN8O16",
  "method": "ωB97M-V with the def2-TZVPD basis set",
  "energy_ha": -2808.11574,
  "lumo_energy_ha": -0.0145,
  "gap_ha": 0.3275,
  "e_homo_ha": -0.3420,
  "symbols": ["Cl", "O", "O", "O", "O", "O", "O", "O", "O", "O", "O", "O", "O", "O", "O", "O", "O", "N", "N", "N", "N", "N", "N", "N", "N", "C", "C", "C", "C", "C", "C", "C", "C", "C", "C", "C", "C", "C", "C", "C", "C", "C", "C", "H", "H", "H", "H", "H", "H", "H", "H", "H", "H", "H", "H", "H", "H", "H", "H", "H", "H", "H", "H", "H", "H", "H", "H", "H", "H", "H", "H", "H", "H", "H", "H", "H", "H", "H"],
  "positions_angstrom": [[3.484, -1.523, -2.542], [0.460, 4.628, -3.474], [-5.418, 1.779, 1.410], [-0.156, 3.547, 1.181], [4.552, -1.342, 1.309], [4.595, -1.012, -3.301], [2.552, -0.428, -2.315], [-4.190, 1.542, -3.507], [5.763, 3.362, -0.538], [-7.254, 0.657, 1.455], [-1.056, 3.052, -0.707], [1.652, 4.141, -1.750], [3.958, -2.023, -1.263], [2.800, -2.574, -3.234], [3.867, 2.847, 0.348], [2.841, -2.556, 1.791], [-2.308, 1.754, -4.513], [0.789, -0.529, 0.543], [-1.067, -0.626, -0.545], [4.004, -2.410, 1.439], [-3.282, 2.210, -3.946], [4.928, 2.564, -0.178], [-0.823, 3.820, 0.220], [-6.088, 0.824, 1.737], [1.118, 3.860, -2.796], [-0.690, -4.805, 1.889], [0.519, -4.512, 3.944], [-3.329, 3.670, -3.717], [-5.443, -0.218, 2.579], [-0.612, -3.958, 4.524], [-1.785, -4.191, 2.455], [0.027, 0.100, -0.342], [-3.298, 0.371, -0.565], [4.764, -3.631, 1.065], [2.113, -0.038, 0.976], [-1.737, -3.705, 3.748], [5.218, 1.130, -0.374], [0.169, -1.677, 0.947], [1.276, 2.455, -3.257], [-2.212, -0.279, -1.394], [-1.022, -1.719, 0.298], [-1.453, 5.163, 0.155], [0.481, -4.927, 2.619], [4.706, -3.689, -0.021], [-0.616, -3.710, 5.579], [-1.845, 0.400, -2.160], [-4.356, 4.016, -3.810], [5.788, -3.534, 1.402], [-0.778, 5.850, 0.657], [-3.621, -0.316, 0.228], [4.251, -4.485, 1.487], [0.403, 2.215, -3.856], [1.335, 1.812, -2.395], [-1.494, 5.431, -0.894], [2.838, -0.253, 0.197], [-2.968, 1.255, -0.019], [-2.415, 5.120, 0.651], [4.664, 0.574, 0.366], [-2.569, -3.152, 4.164], [-4.186, 0.642, -1.130], [-2.558, -1.205, -1.844], [2.040, 1.016, 1.232], [-5.335, -1.123, 1.990], [4.879, 0.866, -1.376], [1.414, -4.668, 4.534], [-6.088, -0.367, 3.439], [-2.642, -3.971, 1.826], [-1.778, -2.478, 0.257], [1.337, -5.380, 2.134], [-4.471, 0.133, 2.906], [0.640, -2.451, 1.527], [-0.674, -5.146, 0.861], [2.387, -0.553, 1.892], [0.295, 1.006, -0.847], [6.288, 0.983, -0.307], [2.131, 2.380, -3.922], [-3.022, 3.820, -2.687], [-2.688, 4.167, -4.432]],
  "atomic_forces_ev_per_a": [[-0.2, 0.2, -0.4], [0.0, -0.1, 0.0], [0.1, 0.1, -0.1], [0.2, -0.1, 0.3], [0.4, -0.3, 0.6], [0.0, -0.2, 0.1], [-0.1, 0.1, 0.4], [-0.3, -0.1, 0.1], [0.1, 0.3, -0.1], [0.1, -0.1, -0.1], [0.0, 0.1, 0.0], [0.1, 0.3, 0.4], [-0.1, 0.2, 0.0], [0.1, -0.1, -0.1], [0.0, 0.1, -0.1], [0.5, -0.5, 0.2], [0.0, 0.1, 0.0], [0.6, 0.6, 0.2], [-0.3, 0.1, 0.4], [0.0, -0.3, -0.3], [0.3, -0.2, -0.1], [0.0, -0.1, 0.3], [-0.3, -0.2, -0.3], [-0.1, 0.0, 0.1], [0.0, -0.2, -0.1], [0.6, -0.2, -0.2], [0.0, -0.4, 0.0], [-0.4, 0.4, 0.0], [0.2, 0.0, 0.4], [0.0, 0.3, 0.0], [-0.4, 0.7, -0.5], [0.2, -0.5, -0.1], [-0.5, -0.2, 0.9], [-0.3, -0.2, -0.2], [-0.5, 0.2, 0.5], [0.1, -0.3, 0.3], [0.0, -0.2, -0.3], [-0.4, -0.4, -0.2], [-0.7, -0.1, -0.7], [0.1, 0.5, 0.2], [0.3, 0.0, -0.5], [0.8, 0.4, -0.2], [0.0, -0.2, 0.1], [0.1, 0.2, 0.0], [0.1, 0.2, -0.1], [0.0, -0.2, -0.2], [0.0, -0.2, -0.1], [0.0, 0.1, 0.0], [-0.1, -0.1, 0.2], [0.0, -0.1, -0.2], [0.0, 0.0, 0.2], [-0.1, 0.0, 0.0], [0.5, 0.0, 0.0], [-0.3, 0.0, 0.0], [-0.2, 0.1, 0.0], [0.3, 0.1, -0.3], [-0.1, -0.1, -0.1], [0.1, 0.0, 0.0], [-0.1, -0.1, 0.0], [0.1, -0.1, -0.3], [0.0, 0.0, -0.2], [0.0, 0.1, -0.5], [-0.2, 0.0, 0.0], [0.0, 0.0, 0.0], [0.0, 0.1, 0.0], [-0.1, -0.2, -0.1], [-0.1, -0.2, 0.2], [-0.1, 0.0, 0.1], [0.1, 0.1, 0.2], [0.0, 0.2, -0.1], [0.0, 0.3, 0.3], [-0.3, 0.0, 0.0], [-0.2, 0.1, -0.4], [-0.1, 0.1, 0.1], [0.1, 0.0, 0.0], [0.3, 0.1, 0.3], [0.3, 0.0, 0.0], [0.2, -0.1, 0.1]]
}

=====

{
  "formula": "C18H35MnN3O7",
  "method": "ωB97M-V with the def2-TZVPD basis set",
  "energy_ha": -2548.72441,
  "lumo_energy_ha": [0.0797, 0.0766],
  "spin_multiplicity": 7,
  "s2": 12.00,
  "gap_ha": [0.0969, 0.2279],
  "total_charge": -1,
  "e_homo_ha": [-0.0172, -0.1513],
  "symbols": ["Mn", "O", "O", "O", "O", "O", "O", "O", "N", "N", "N", "C", "C", "C", "C", "C", "C", "C", "C", "C", "C", "C", "C", "C", "C", "C", "C", "C", "C", "H", "H", "H", "H", "H", "H", "H", "H", "H", "H", "H", "H", "H", "H", "H", "H", "H", "H", "H", "H", "H", "H", "H", "H", "H", "H", "H", "H", "H", "H", "H", "H", "H", "H", "H"],
  "positions_angstrom": [[0.068, 0.400, -0.022], [-1.437, -0.704, 3.494], [-2.427, 1.432, -5.775], [-1.164, 1.747, 1.194], [-1.481, 0.186, -1.315], [-1.086, 3.968, -5.192], [0.449, 2.008, -1.229], [2.003, -3.179, -2.676], [1.617, -1.024, -0.840], [1.520, 1.221, 1.293], [-0.529, -1.383, 1.020], [2.415, -0.829, -1.994], [-2.520, -2.536, 0.311], [-1.907, 1.663, -4.600], [-1.133, 2.964, -4.360], [-2.424, 2.504, 0.961], [2.454, -4.540, -2.709], [1.780, 2.135, 3.500], [3.029, -2.226, -2.307], [3.490, 0.282, -1.739], [-0.332, 2.076, -2.219], [-2.221, -1.613, 2.736], [-0.413, 3.138, -3.226], [0.839, 1.420, 2.564], [-2.066, -0.367, 4.741], [-1.926, -1.433, 1.211], [-1.329, 0.874, -2.345], [-0.493, 2.238, 2.350], [-1.980, 0.681, -3.639], [-3.283, -1.385, 2.825], [3.394, -4.425, -3.248], [-3.116, -0.120, 4.583], [2.360, 0.708, 1.522], [-2.217, 3.497, 0.562], [-0.128, -1.409, 1.947], [-0.367, 3.313, 2.225], [2.496, -4.940, -1.696], [4.293, -0.048, -1.079], [-1.036, 2.170, 3.293], [2.636, 1.531, 3.802], [3.025, 1.189, -1.354], [-2.967, 1.972, 0.180], [-2.028, -2.652, 3.005], [1.730, -5.167, -3.230], [-0.309, -2.279, 0.609], [2.134, 3.119, 3.193], [1.296, -1.945, -1.105], [1.788, 2.148, 0.996], [-2.466, -0.254, -3.875], [-2.525, -0.567, 0.930], [-3.608, -2.509, 0.247], [3.854, 0.660, -2.694], [3.713, -2.198, -3.155], [-2.985, 2.597, 1.891], [-2.105, -1.257, 5.369], [0.546, 0.418, 2.877], [-2.226, -2.382, -0.727], [2.223, -1.326, -0.091], [-2.149, -3.523, 0.588], [0.015, 4.111, -3.032], [1.801, -0.541, -2.847], [3.660, -2.483, -1.456], [1.402, 2.386, 4.491], [-1.646, 0.490, 5.267]],
  "atomic_forces_ev_per_a": [[0.6, -0.6, -0.5], [-0.5, 0.6, 0.5], [1.5, 1.2, 3.4], [-1.9, 1.2, 1.2], [-0.5, -1.1, 0.5], [-1.0, -3.3, 1.4], [0.3, 0.8, -0.2], [-0.4, 0.6, 1.0], [-1.0, -0.8, 0.2], [-0.1, 0.7, 0.4], [0.7, -0.3, 0.2], [2.3, 0.4, -1.3], [0.0, 0.1, 0.1], [-1.3, -0.3, -5.5], [-0.7, 3.6, -3.8], [1.2, -0.8, -0.4], [-0.1, 1.4, 0.1], [0.2, 0.3, 1.9], [0.4, 0.4, -1.3], [-0.8, -0.3, -0.9], [-1.1, 1.5, -2.7], [-0.4, 0.0, -1.4], [1.3, -2.6, 5.1], [-1.0, 1.2, -0.2], [-0.6, -0.8, -0.5], [-3.0, -0.7, 0.9], [-0.9, 1.4, -4.1], [1.2, -0.4, 0.0], [1.6, -0.5, 4.2], [-0.2, -0.1, 0.5], [0.3, -1.2, 0.2], [-0.2, 0.2, -0.3], [0.6, -0.5, -0.2], [0.4, 0.1, 0.1], [0.8, 0.0, 0.2], [0.7, 0.2, -0.2], [0.7, 0.0, 0.1], [0.0, 0.0, -0.1], [-0.6, -0.5, -0.1], [0.2, -0.2, -0.6], [-0.3, -0.3, 0.5], [0.0, -0.2, 0.3], [0.1, -0.1, 0.4], [0.0, 0.4, -0.4], [0.8, -0.1, -0.2], [0.0, -0.2, -0.8], [-1.6, -0.5, 0.5], [0.4, 0.2, -0.6], [-0.3, 0.1, 0.1], [0.8, 0.7, -0.2], [-0.1, -0.2, 0.5], [0.5, -0.4, -0.1], [0.2, 0.3, -0.3], [0.0, -0.2, 0.0], [0.4, 0.0, 0.4], [0.1, 0.2, 0.6], [0.3, 0.3, 0.0], [0.7, 0.3, 1.0], [-0.2, -0.2, 0.2], [0.4, -0.1, -0.1], [-0.2, 0.1, 0.1], [-0.3, -0.6, 0.4], [-0.9, -0.2, 0.2], [0.7, -0.3, -0.4]]
}

=====

{
  "formula": "C18H35N2O23P2S5",
  "method": "ωB97M-V with the def2-TZVPD basis set",
  "energy_ha": -5219.90349,
  "lumo_energy_ha": -0.1875,
  "gap_ha": 0.2367,
  "total_charge": 1,
  "e_homo_ha": -0.4242,
  "symbols": ["S", "S", "S", "S", "S", "P", "P", "O", "O", "O", "O", "O", "O", "O", "O", "O", "O", "O", "O", "O", "O", "O", "O", "O", "O", "O", "O", "O", "O", "O", "N", "N", "C", "C", "C", "C", "C", "C", "C", "C", "C", "C", "C", "C", "C", "C", "C", "C", "C", "C", "H", "H", "H", "H", "H", "H", "H", "H", "H", "H", "H", "H", "H", "H", "H", "H", "H", "H", "H", "H", "H", "H", "H", "H", "H", "H", "H", "H", "H", "H", "H", "H", "H", "H", "H"],
  "positions_angstrom": [[4.796, -5.804, 2.971], [-4.514, 2.589, -1.499], [-6.264, -2.380, 2.611], [8.518, 5.325, 1.504], [-5.611, 6.288, -5.313], [1.233, -4.535, -0.200], [3.672, 1.143, 0.184], [-3.742, 3.602, -0.482], [-7.453, -2.319, 1.498], [-3.600, 1.538, -1.882], [6.071, -5.332, 3.871], [-5.547, -0.965, 2.233], [2.989, 2.776, 0.053], [4.802, 0.970, 1.498], [-6.258, 6.540, -6.789], [5.170, -5.737, 1.577], [-4.759, 4.948, -5.682], [-5.833, 2.331, -0.964], [-6.673, 5.922, -4.406], [7.641, 4.229, 0.675], [-4.666, 3.622, -2.752], [7.524, 5.461, 2.791], [4.423, 0.859, -1.215], [-5.364, -3.453, 2.252], [4.782, -7.369, 3.429], [-4.676, 7.357, -5.042], [8.485, 6.574, 0.776], [3.610, -5.169, 3.500], [-6.856, -2.256, 3.923], [9.745, 4.700, 1.939], [0.830, 0.501, 0.568], [-0.235, -0.346, 0.604], [-5.554, 5.750, -7.745], [-4.401, 4.947, -2.295], [2.473, -1.717, 0.042], [6.263, 4.880, 2.465], [-3.367, 4.787, -1.183], [-6.027, -0.527, 0.964], [-0.387, -5.012, -1.116], [6.584, 3.743, 1.500], [1.231, -5.563, 1.411], [-1.600, 0.342, 0.845], [2.096, -6.954, 1.073], [6.346, -6.334, 4.847], [-5.121, 4.498, -6.986], [-7.466, -1.030, 0.886], [1.090, -2.657, 0.115], [-0.329, -1.840, 0.430], [5.957, -7.653, 4.186], [2.170, -0.090, 0.294], [5.653, 5.649, 1.979], [5.720, -6.132, 5.723], [-1.918, 0.890, -0.163], [5.722, 3.463, 0.889], [-4.039, 5.572, -3.114], [5.755, 4.531, 3.367], [-5.961, 0.560, 0.880], [-5.952, 3.792, -6.884], [-1.335, -2.459, 0.458], [-7.824, -1.101, -0.145], [-1.440, 1.195, 1.643], [-4.276, 3.996, -7.465], [-6.193, 5.519, -8.600], [5.758, -8.440, 4.919], [3.219, 3.100, -0.881], [5.412, 0.226, 1.213], [3.536, -2.162, -0.166], [-8.140, -0.387, 1.461], [1.507, -7.679, 0.345], [-0.610, -4.213, -1.942], [-4.685, 6.325, -8.084], [-0.307, -6.090, -1.568], [6.735, -7.991, 3.493], [-5.406, -0.990, 0.189], [-3.354, 5.644, -0.505], [2.369, -7.513, 2.074], [6.950, 2.861, 2.037], [3.096, -6.676, 0.488], [7.398, -6.309, 5.140], [-2.411, -0.454, 1.156], [0.113, -5.934, 1.581], [-2.365, 4.635, -1.597], [-5.337, 5.363, -1.905], [-1.253, -4.974, -0.322], [1.665, -4.996, 2.345]],
  "atomic_forces_ev_per_a": [[0.4, -0.2, 0.1], [-0.5, 0.8, -0.3], [-0.3, -0.3, 0.5], [0.6, 0.5, -0.1], [-0.3, 0.3, -0.3], [0.4, -0.2, -0.7], [3.0, 1.1, -5.5], [-0.8, -0.9, -0.4], [1.1, -0.2, 0.5], [-1.1, 0.8, 0.5], [-0.7, -0.3, -1.1], [-0.6, -0.7, 0.5], [1.6, -3.2, 0.1], [-2.5, -0.3, -2.5], [0.1, -0.4, 1.2], [-0.7, 0.3, 1.7], [-0.2, 1.1, 0.2], [1.8, -0.2, -0.5], [1.4, 0.7, -0.9], [0.2, 0.8, 0.4], [0.6, -1.3, 0.9], [0.7, -0.5, -0.6], [-3.0, 0.6, 5.6], [-1.1, 1.2, 0.6], [-0.3, 1.3, -0.1], [-1.2, -1.5, 0.1], [0.3, -1.8, 0.9], [1.3, -0.7, -0.9], [1.1, -0.3, -1.7], [-1.6, 1.0, -0.6], [3.1, -4.2, -0.9], [-1.0, -3.5, -0.4], [0.7, -0.2, -0.4], [-0.2, 0.8, 0.6], [-5.2, 1.7, 1.0], [-0.5, 0.1, -0.4], [0.4, 0.6, -0.6], [-0.1, 0.0, -0.7], [-1.1, 0.6, 0.7], [-0.2, -0.3, 0.5], [-0.9, -1.4, 0.5], [-0.4, 1.4, -0.4], [0.6, 0.4, -0.6], [-0.2, -0.5, 0.7], [-0.5, -0.4, -0.6], [-0.1, 0.8, -0.1], [-0.2, 4.8, 1.2], [5.1, 1.2, -0.8], [0.9, -0.2, 0.2], [-2.4, -2.6, 0.6], [0.0, -0.1, 0.0], [0.1, -0.1, 0.0], [0.7, -1.4, 2.1], [0.3, 0.2, -0.1], [0.0, -0.3, 0.1], [0.3, 0.1, 0.0], [0.0, -0.2, 0.2], [0.1, 0.1, -0.1], [2.1, 1.9, 0.1], [0.1, -0.2, 0.2], [-0.3, -2.0, -1.5], [0.0, 0.2, 0.3], [-0.1, 0.1, 0.3], [-0.2, 0.2, -0.2], [-0.1, -1.0, 1.7], [-0.8, 1.1, 0.2], [-2.3, 1.0, 0.4], [0.1, 0.0, -0.1], [1.0, 1.6, 1.7], [0.5, -1.7, 1.4], [-0.1, -0.1, 0.0], [0.0, 2.2, 0.9], [-0.1, 0.0, 0.1], [-0.1, 0.1, -0.1], [-0.1, -0.3, 0.0], [-0.7, 1.1, -2.1], [-0.1, 0.1, 0.0], [-2.1, -0.6, 1.5], [-0.2, 0.2, -0.3], [1.9, 1.7, -0.5], [2.3, 1.1, 0.0], [-0.1, 0.1, 0.0], [0.1, 0.0, -0.1], [1.4, -0.3, -1.7], [-0.9, -1.2, -2.0]]
}

=====

Number 1: maximum force 1.011 eV/Å. Number 2: maximum force 5.862 eV/Å. Number 3: maximum force 6.378 eV/Å.